Entry from OMol25: 2 unconnected molecules or ions with the total composition C7H8ClNS in a non-equilibrium geometry (ωB97M-V/def2-TZVPD).

Values from the calculation:
Molecular weight   173.67 g mol⁻¹
<S²>   2.01
ΔE to the lowest compared entry with this formula, charge and spin   32.3 kcal per mole
Kohn-Sham gap (alpha / beta)   8.05 / 5.84 eV
Spin multiplicity   3

CARTESIAN COORDINATES (ANGSTROEM)
Cl  -3.52  0.11  0.18
S  -1.07  -0.29  1.50
N  -1.08  -1.65  2.15
C  -0.88  1.04  2.50
C  0.13  0.51  -2.22
C  2.06  -0.28  -0.96
C  0.05  -0.05  0.07
C  1.35  -0.38  0.20
C  -0.59  0.39  -1.10
C  1.49  0.15  -2.17
H  -0.96  0.92  3.54
H  1.78  -0.97  1.04
H  -0.64  1.91  1.97
H  2.14  0.30  -3.13
H  -1.28  -2.30  1.45
H  3.05  -0.67  -1.04
H  -0.34  0.77  -3.12
H  -1.69  0.50  -0.87


Entry from OMol25: a gas-phase ion, C7H8F2O4P (charge +1) in a non-equilibrium geometry (ωB97M-V/def2-TZVPD).

Values from the calculation:
Molecular weight   225.11 g mol⁻¹
ΔE to the lowest compared entry with this formula, charge and spin   13.1 kcal per mole
Kohn-Sham gap   8.90 eV
Total charge   +1

CARTESIAN COORDINATES (ANGSTROEM)
P  1.34  -1.39  -1.53
F  2.56  -0.50  -1.42
F  1.65  -2.46  -0.47
O  0.19  2.53  -2.63
O  -0.25  0.56  -1.67
O  1.51  1.21  0.47
O  1.99  3.07  -0.77
C  0.34  1.80  -1.70
C  -1.29  -1.22  -0.26
C  -0.04  -0.28  -0.51
C  0.70  0.22  0.60
C  0.72  -0.27  2.07
C  1.38  2.09  -0.72
C  -2.41  -0.27  0.35
H  -3.37  -0.67  0.56
H  -0.27  -0.12  2.61
H  -1.60  -1.65  -1.18
H  -2.64  0.42  -0.44
H  -0.95  -1.98  0.41
H  0.91  -1.35  2.25
H  1.58  0.28  2.62
H  -2.02  -0.04  1.35


Entry from OMol25: 2 unconnected molecules or ions with the total composition C7H8F3NO2 in a non-equilibrium geometry (ωB97M-V/def2-TZVPD).

Values from the calculation:
Molecular weight   195.14 g mol⁻¹
ΔE to the lowest compared entry with this formula, charge and spin   42.2 kcal per mole
Kohn-Sham gap   8.52 eV

CARTESIAN COORDINATES (ANGSTROEM)
F  1.77  -1.60  1.98
F  3.87  -1.06  1.60
F  2.54  0.31  2.66
O  -0.47  -1.02  -0.17
O  2.76  0.99  -0.11
N  -0.52  -0.63  2.34
C  -0.52  -1.02  -1.53
C  -0.14  0.44  1.57
C  2.34  -0.06  0.27
C  2.51  -0.52  1.67
C  -0.03  1.20  -1.00
C  -0.28  0.25  -2.04
C  -0.12  0.28  0.25
H  -0.99  -0.45  3.24
H  1.89  -0.81  -0.46
H  -0.69  2.01  -0.83
H  -0.28  0.37  -3.14
H  1.05  1.50  -1.06
H  -0.88  -1.26  1.70
H  0.25  1.26  2.26
H  -0.94  -1.92  -1.97


Entry from OMol25: C7H8FN3 in the gas phase in a non-equilibrium geometry (ωB97M-V/def2-TZVPD).

Values from the calculation:
Molecular weight   153.16 g mol⁻¹
ΔE to the lowest compared entry with this formula, charge and spin   41.8 kcal per mole
Kohn-Sham gap   10.01 eV

CARTESIAN COORDINATES (ANGSTROEM)
F  1.53  -2.15  -0.58
N  1.42  1.34  -0.01
N  0.08  -0.33  -0.55
N  4.60  0.29  0.73
C  0.19  1.08  -0.19
C  3.52  0.25  0.40
C  -1.09  -1.19  -0.59
C  2.20  0.18  -0.05
C  1.45  -0.88  -0.37
C  -1.70  -1.20  0.78
C  -0.85  2.11  -0.14
H  -2.48  -2.01  0.91
H  -0.53  3.03  0.23
H  -1.86  -0.93  -1.25
H  -0.68  -2.20  -0.95
H  -0.91  -1.33  1.44
H  -1.17  2.31  -1.12
H  -1.64  1.80  0.45
H  -2.08  -0.16  0.87


Number 1: electronic energy -1184.4485 Eh. Number 2: electronic energy -1113.2967 Eh. Number 3: electronic energy -776.2586 Eh. Number 4: electronic energy -535.6150 Eh.